1.
Below is a cluster of 14 separate species, H26O17S in total in a non-equilibrium geometry, with properties calculated with ωB97M-V/def2-TZVPD.

Structure (ORCA input):
```
! wB97M-V def2-TZVPD RIJCOSX def2/J DEFGRID3
* xyz -2 1
S -29.27319 41.93352 -4.90415
O -28.54084 41.03760 -3.93930
O -30.52852 42.24852 -4.21985
O -28.50321 43.10400 -5.10754
O -29.52205 41.24740 -6.12818
O -27.49234 44.15709 -7.20998
H -27.66737 43.72165 -6.23699
H -27.80874 43.47638 -7.83558
O -32.38039 42.95692 -6.25177
H -33.11312 42.35496 -6.22116
H -31.83716 42.67927 -5.47889
O -30.22928 41.87648 -1.62967
H -29.28439 41.65542 -1.89860
H -30.43895 42.19676 -2.49660
O -25.93219 40.26106 -4.91830
H -26.06289 39.27707 -5.09997
H -26.81776 40.67650 -4.72967
O -31.44267 44.43908 -3.40533
H -30.83343 44.98135 -3.79332
H -31.14584 43.53757 -3.84037
O -27.28795 41.40612 -1.75948
H -27.71781 41.49547 -2.58520
H -26.76363 42.10274 -1.42293
O -29.36282 42.43930 -8.38407
H -30.11402 42.44065 -8.93289
H -29.46596 42.01654 -7.47212
O -31.47774 39.48089 -7.09450
H -30.88300 40.16711 -6.63937
H -31.46705 38.73493 -6.55876
O -32.71512 40.95398 -3.88727
H -31.71994 41.43165 -3.82406
H -33.20689 40.90072 -4.80594
O -28.05476 39.38616 -7.24471
H -28.59887 40.04039 -6.87786
H -28.02395 39.82692 -8.01234
O -28.98301 38.77651 -3.09608
H -28.78410 39.70650 -3.26850
H -29.77321 38.98414 -2.40172
O -26.27389 44.12303 -4.11237
H -27.01480 43.75995 -4.23515
H -25.76136 43.75114 -4.81213
O -29.00310 45.51702 -4.88980
H -29.05352 44.54596 -4.96237
H -28.33570 45.96029 -5.23050
*
```

Summary:
HOMO level = -0.1659 Eh
gap between HOMO and LUMO = 0.355 Eh
LUMO = 0.189 Eh
DFT total energy = -46065.571 eV

=====

2.
Below is a cluster of 14 separate species, H26O17S in total in a non-equilibrium geometry, with properties calculated with ωB97M-V/def2-TZVPD.

Structure (ORCA input):
```
! wB97M-V def2-TZVPD RIJCOSX def2/J DEFGRID3
* xyz -2 1
S 0.02925 0.16939 0.01748
O 1.17625 0.21839 -0.89452
O -1.10775 -0.18461 -0.73052
O 0.32625 -0.89061 0.94848
O -0.20375 1.35339 0.68748
O -3.57175 1.54739 -0.89552
H -3.24475 2.45439 -0.65852
H -2.78375 1.13539 -0.83352
O -0.82275 3.79539 -0.03552
H -0.31975 4.07639 -0.74452
H -0.60475 2.76239 0.27748
O 1.61125 2.53839 2.30048
H 1.05425 2.17839 1.59348
H 2.16125 2.99939 1.79548
O -0.70275 -1.17461 3.33048
H -1.58475 -1.26161 3.06148
H -0.22875 -1.10961 2.56348
O 0.72525 -3.48361 0.89148
H 0.65325 -2.41761 0.89848
H 1.32225 -3.63261 0.11648
O 2.47825 -1.58661 2.56148
H 1.94625 -1.14461 2.08848
H 3.28325 -1.99661 2.15648
O -1.30575 0.46339 -3.41152
H -1.24475 0.26539 -2.53852
H -1.70975 -0.27761 -3.71652
O -2.71475 -1.91061 -1.58152
H -3.33075 -1.47961 -2.01652
H -1.99075 -1.23561 -1.33652
O 2.17625 2.30339 -2.37852
H 1.97225 2.44339 -3.28352
H 1.90125 1.63339 -1.98652
O -1.86275 2.35239 2.51848
H -1.05475 1.96139 2.02648
H -1.23975 2.38339 3.23048
O 3.80325 -0.16661 -1.05752
H 4.20625 -0.93461 -0.55752
H 2.82225 -0.21161 -0.84452
O 1.67225 -2.46061 -2.37152
H 0.72425 -2.76261 -2.24152
H 1.55525 -1.72761 -1.76052
O -2.34775 -2.37861 1.25648
H -2.44975 -2.04361 0.40348
H -1.17375 -2.56261 1.15148
*
```

Summary:
HOMO level = -0.1646 Eh
gap between HOMO and LUMO = 0.350 Eh
LUMO = 0.186 Eh
DFT total energy = -46064.471 eV

=====

3.
Below is a structure of composition H27O13 in a non-equilibrium geometry, with properties calculated with ωB97M-V/def2-TZVPD.

Structure (ORCA input):
```
! wB97M-V def2-TZVPD RIJCOSX def2/J DEFGRID3
* xyz 1 1
O 1.12004 -2.80470 1.90924
H -2.63409 2.62857 1.16828
H -0.69079 -1.34010 1.48777
O -0.56527 -3.11227 -1.39337
H -1.52817 2.14978 0.39498
H -1.01672 3.16774 -1.42336
O -0.24001 1.05499 3.76593
H -1.27978 -2.52239 -0.97615
O -1.55059 2.93074 -2.19708
H 1.86566 0.71549 2.59057
H -0.98778 2.67183 -2.93259
O 1.73440 1.34661 1.87869
H 1.40621 -3.12070 2.76814
H 0.63851 -2.79468 -1.17348
O 1.69707 -2.50772 -0.85771
H 1.17123 1.33876 -0.42684
H 1.85394 -2.81137 0.05054
O 0.40205 1.89082 -0.56236
H -1.11766 0.00728 1.10889
H 0.35098 2.08514 -1.49308
O -2.30364 -1.28867 -0.78616
H -3.19352 -1.43525 -1.12272
H 0.88366 1.77019 1.97811
O 2.11260 0.64085 -2.51224
H 2.11316 0.10350 0.92758
H 2.36756 0.79549 -1.59637
O -2.20130 0.30336 -1.81607
H -3.16311 0.39492 -1.81757
H -1.90356 1.07019 -2.35758
O -1.74540 2.28994 1.34136
H -1.91408 -0.51654 -1.24696
H 1.34866 -1.87355 1.89667
O 2.79891 -0.21963 0.24989
H 1.69577 -0.21749 -2.52512
H 3.34989 0.56188 0.42030
O -0.36044 -0.58623 0.98780
H -0.68681 1.33576 2.96301
H -0.89481 -2.92092 -2.27388
H 1.74250 -1.56680 -0.68821
H -0.67524 0.38517 4.29115
*
```

Summary:
HOMO level = -0.5209 Eh
gap between HOMO and LUMO = 0.407 Eh
LUMO = -0.114 Eh
DFT total energy = -27046.650 eV

=====

4.
Below is a cluster of 13 separate species, H27O13 in total in a non-equilibrium geometry, with properties calculated with ωB97M-V/def2-TZVPD.

Structure (ORCA input):
```
! wB97M-V def2-TZVPD RIJCOSX def2/J DEFGRID3
* xyz 1 1
O -1.56666 0.47026 -1.07864
H 0.39267 4.33464 1.70111
H -0.83100 -0.32955 -1.07659
O 2.19822 0.81005 0.53815
H 2.26029 -0.06400 0.06067
H -0.83933 2.45064 3.06739
O 0.31931 -1.64145 -2.73789
H -3.75520 0.74788 1.47112
O -1.00111 1.87056 2.31017
H -0.26955 1.99963 -3.00020
H -1.72729 1.30097 2.64862
O -1.23511 2.06337 -2.99198
H -1.18996 1.33452 -1.51139
H -1.51010 1.27794 -3.48684
O 1.39414 -3.31494 0.74755
H 1.04012 -4.09231 0.29755
H 2.35380 -3.34408 0.65585
O -1.10722 -4.01196 -0.73617
H -2.02446 -4.30589 -0.72253
H -0.89156 -3.96922 0.20232
O -3.10630 0.32065 2.03151
H -3.24369 -0.49214 2.50681
H -2.44697 3.59202 -0.90372
O 0.21964 -0.79827 -0.27752
H 0.80887 -0.12524 0.12154
H 0.50967 -1.71284 -0.17002
O 1.80033 -1.86199 3.24401
H 1.27022 -2.61918 2.98195
H 1.31486 -1.28731 3.85392
O 0.65363 3.54708 1.21123
H 0.76575 2.89369 1.90990
H -1.61998 0.75676 -0.14623
O 3.33968 -0.19937 -1.83619
H 1.20781 -1.24595 -2.59706
H 3.34125 0.70015 -2.18024
O -1.91792 2.87136 -0.53959
H -2.01946 2.92791 0.43000
H 2.90795 1.24959 0.05061
H 3.92907 -0.70101 -2.40904
H 0.67010 -2.51294 -2.49015
*
```

Summary:
HOMO level = -0.4919 Eh
gap between HOMO and LUMO = 0.391 Eh
LUMO = -0.101 Eh
DFT total energy = -27048.794 eV